(1)
C4H37NO15 | the ωB97M-V functional and the def2-TZVPD basis

Each line ends with the natural charge from an NBO analysis.
Cartesian coordinates (Å):
H  -0.32  -1.30  3.15  0.4913
O  0.39  -1.85  2.85  -0.9621
H  0.16  1.60  -0.56  0.4340
H  1.11  0.96  -4.64  0.4854
H  2.43  -1.56  -1.32  0.5061
H  -0.60  -2.27  -0.48  0.4961
H  -1.40  -4.01  2.65  0.4788
O  -4.45  0.95  -1.20  -0.9685
H  -1.80  2.06  3.70  0.2215
H  0.04  3.45  0.81  0.4933
O  2.00  -2.45  -1.36  -0.9900
H  -0.41  3.26  3.26  0.2402
O  2.68  2.28  -2.18  -0.9974
H  1.13  -3.55  1.82  0.4828
O  -2.00  -3.28  2.85  -0.9562
H  -3.05  -1.59  -2.73  0.4848
H  -1.80  -0.38  -0.55  0.1626
H  -0.39  3.33  -3.20  0.4601
H  2.24  -2.88  -2.19  0.4716
O  2.53  -0.05  -0.49  -1.0332
H  2.85  0.44  -1.25  0.4824
O  -0.42  -1.08  -1.86  -0.8016
C  -0.26  0.71  1.19  -0.2661
H  -2.18  -3.02  1.93  0.4735
O  -0.21  3.65  -2.31  -0.9431
H  -2.16  1.84  1.46  0.1883
H  3.63  -0.26  1.71  0.4816
H  0.12  -4.04  0.82  0.4554
H  2.47  2.90  -0.17  0.4903
H  2.33  -0.76  2.34  0.4791
H  -3.87  0.18  -1.39  0.4841
H  1.56  0.30  -0.33  0.5002
H  0.43  -1.39  -1.49  0.4941
H  -0.13  1.60  3.52  0.1998
H  0.95  -2.04  3.60  0.4808
H  2.12  1.57  -2.57  0.4957
C  -1.09  1.90  1.69  0.0851
H  -5.06  0.54  -0.57  0.4610
H  -2.82  -1.78  -1.21  0.4930
H  -0.59  -0.23  1.61  0.2039
O  0.70  -4.36  1.53  -0.9503
C  -0.90  2.31  3.15  -0.6399
H  1.46  -0.36  -3.98  0.4929
O  2.99  -0.05  2.40  -0.9571
O  1.46  0.59  -3.82  -0.9515
H  2.60  1.66  0.79  0.4977
O  2.27  2.57  0.71  -0.9941
O  -0.82  3.00  0.79  -0.7730
C  -0.97  0.04  -1.10  0.0886
H  2.37  3.11  -2.55  0.4854
H  0.71  0.77  1.73  0.2248
N  0.01  0.66  -0.22  -0.6848
H  -1.13  3.82  -2.03  0.4869
O  -1.26  -2.89  -0.10  -0.9756
H  -1.00  -3.77  -0.37  0.4723
O  -3.47  -1.53  -1.87  -0.9539
H  -1.16  0.68  -1.98  0.1929

Its spin multiplicity is 1. For the LUMO energy, the calculation gives -0.4 eV. The energy above the lowest of the compared OMol25 structures with the same formula, charge and spin is 4.755 eV.

(2)
C26H24N2O5 | the ωB97M-V functional and the def2-TZVPD basis

Each line ends with the natural charge from an NBO analysis.
Cartesian coordinates (Å):
C  -4.32  1.09  -1.82  -0.2182
H  -0.28  -2.65  -0.14  0.1977
C  -3.75  0.40  0.47  -0.1814
H  0.01  -4.47  0.10  0.2104
N  3.25  -1.91  -1.46  -0.5808
H  -2.57  2.00  1.46  0.1981
C  0.84  -3.34  1.58  -0.5308
H  4.44  3.01  0.14  0.2619
C  1.56  -1.91  1.60  0.5499
O  1.56  -1.20  2.78  -0.6784
C  0.97  1.14  -0.25  -0.1320
O  4.94  -0.47  -2.30  -0.3136
H  1.61  -3.71  -1.90  0.2284
C  -0.15  2.82  0.66  0.3376
H  3.37  -2.53  -2.33  0.4042
H  -6.83  -2.77  0.06  0.1908
H  5.93  2.96  -0.38  0.2454
C  3.11  -0.06  0.73  -0.2595
C  4.01  -0.07  -0.38  -0.1783
C  0.49  -3.61  0.16  -0.3558
H  1.39  -3.91  2.25  0.2460
C  -2.15  3.80  -0.24  -0.0690
C  -3.49  2.18  -1.65  -0.1509
C  1.74  1.94  1.84  -0.0992
C  2.40  -1.35  0.54  -0.2150
C  1.89  0.97  0.60  -0.0314
C  -2.96  2.77  -0.43  -0.1232
H  -3.84  0.02  1.48  0.2456
C  1.85  -3.34  -0.63  -0.3980
C  0.86  2.93  1.60  -0.2846
C  -5.22  -1.11  -0.71  0.7825
H  0.05  -3.26  2.39  0.2505
H  2.46  -4.33  -0.07  0.2361
H  -2.66  4.59  0.00  0.2109
C  -4.41  0.25  -0.74  -0.1208
O  -5.18  -1.92  0.22  -0.4743
H  -5.70  -3.32  1.26  0.1821
C  -3.14  1.84  0.56  -0.1357
H  5.81  1.88  1.11  0.2508
H  2.45  1.90  2.53  0.1927
C  0.07  2.09  -0.41  -0.3596
C  5.39  2.21  0.13  -0.6826
N  5.43  0.90  -1.92  -0.1370
O  -1.06  3.65  0.69  -0.4629
C  4.11  -0.58  -1.47  0.5220
C  5.11  1.05  -0.71  0.2261
H  -3.38  2.96  -2.30  0.1965
C  -5.89  -2.96  0.39  -0.2096
H  -0.64  2.03  -1.16  0.2146
H  3.54  0.03  1.67  0.2471
H  0.80  3.59  2.37  0.2104
C  2.55  -2.27  -0.44  0.2307
H  -4.78  0.71  -2.71  0.2512
H  -1.51  3.99  -1.23  0.1866
O  -5.81  -1.50  -1.61  -0.6147
H  -5.47  -3.65  -0.48  0.1545
H  1.21  0.51  -1.46  0.1361

Its spin multiplicity is 1. For the LUMO energy, the calculation gives 0.4 eV. The energy above the lowest of the compared OMol25 structures with the same formula, charge and spin is 20.706 eV.

(3)
C17H12CeClO3S | the ωB97M-V functional and the def2-TZVPD basis

Each line ends with the Löwdin spin population.
Cartesian coordinates (Å):
H  -0.57  -3.89  2.03  0.0000
C  -1.55  -1.43  -1.93  -0.0038
H  -0.48  1.82  -2.87  0.0000
Ce  -1.55  -3.89  -1.93  1.0162
H  -2.97  3.06  1.25  0.0000
C  0.15  5.64  2.04  0.0000
H  3.23  -3.89  -2.04  0.0000
H  -2.87  0.70  0.54  0.0000
O  -1.54  -3.89  0.31  -0.0022
C  -1.08  3.42  -1.56  0.0000
H  -0.10  4.65  2.43  0.0000
C  3.24  -3.89  1.33  -0.0001
O  0.69  -3.89  -1.93  -0.0040
H  -0.42  6.41  2.57  0.0000
C  -0.13  5.71  0.57  0.0000
H  1.21  5.83  2.21  0.0000
H  1.51  -3.89  2.57  0.0000
C  -1.76  3.78  -0.40  0.0000
H  -3.72  -3.89  -1.93  -0.0076
Cl  4.33  -3.89  2.66  0.0000
H  4.80  -3.89  -0.17  0.0000
C  -2.42  2.79  0.35  0.0000
C  -1.02  2.08  -1.96  0.0000
C  -2.37  1.45  -0.05  0.0000
C  -1.60  -0.28  -1.61  -0.0012
S  -1.83  5.47  0.14  0.0000
H  -0.57  4.17  -2.16  0.0000
C  2.83  -3.89  -1.03  -0.0002
C  1.87  -3.89  1.55  0.0002
C  -0.49  -3.89  0.93  0.0014
C  -1.66  1.09  -1.21  -0.0001
C  0.96  -3.89  0.47  0.0005
O  0.72  5.90  -0.29  0.0000
C  3.73  -3.89  0.04  0.0003
C  1.42  -3.89  -0.88  0.0007

Its spin multiplicity is 2. For the LUMO energy (spin up / spin down), the calculation gives -1.3 / -1.3 eV.

Number 1: F_max 3.1 eV/Å, calculated total energy -1357.9067 hartree. Number 2: F_max 16.3 eV/Å, calculated total energy -1490.1805 hartree. Number 3: F_max 3.2 eV/Å, calculated total energy -2214.1068 hartree.